The following is a quantum chemistry calculation of one molecule with the formula C10H20N6O4 at a distorted geometry, from OMol25.

```
40
Properties=species:S:1:pos:R:3
H -6.109 -1.420 -0.573
N -6.166 -0.542 -0.107
C -4.943 -0.399 0.232
N -4.455 0.817 0.792
N -3.798 -1.236 -0.020
C -2.613 -1.382 0.995
C -1.143 -1.469 0.488
C -0.747 -0.596 -0.735
C -0.700 0.836 -0.230
N -2.090 1.421 -0.322
C 0.212 1.894 -0.690
O -0.262 2.970 -1.124
N 1.599 1.729 -0.467
C 2.112 0.481 -0.061
C 2.698 -0.323 -1.265
C 3.134 -1.762 -0.793
N 4.298 -1.866 0.017
O 2.422 -2.762 -1.011
C 3.162 0.692 1.075
O 3.169 0.059 2.139
O 4.143 1.629 0.859
H -5.144 1.485 0.968
H -3.474 0.868 0.552
H -4.039 -2.157 -0.416
H -2.664 -2.337 1.424
H -2.701 -0.530 1.764
H -1.106 -2.378 -0.019
H -0.375 -1.420 1.372
H 0.116 -1.011 -1.190
H -1.547 -0.794 -1.455
H -0.460 0.804 0.845
H -1.867 2.432 -0.249
H -2.329 1.348 -1.291
H 2.172 2.509 -0.334
H 1.162 -0.059 0.341
H 1.976 -0.520 -2.039
H 3.577 0.182 -1.671
H 4.833 -1.030 0.157
H 4.663 -2.843 -0.020
H 4.793 1.605 1.579
```

Computed properties:
Lowest unoccupied orbital energy = 0.063 eV
SMILES string = [H]/N=C(/N)NCCC[C@H](N)C(=O)N[C@@H](CC(N)=O)C(=O)O
Energy above the lowest of the compared OMol25 structures with the same formula, charge and spin = 87.5 kcal per mole

Results of the Mulliken charge analysis, in e, for atoms 1 through 2:
1 H 0.20
2 N -0.78



The following is a quantum chemistry calculation of one molecule with the formula C6H4O at a distorted geometry, from OMol25.

```
11
Properties=species:S:1:pos:R:3
C -2.922 -0.135 0.746
C -1.745 0.138 0.642
C -0.388 0.225 0.326
C 0.615 -0.670 0.548
C 1.713 -0.222 -0.237
C 1.278 0.892 -0.885
O 0.004 1.177 -0.564
H -3.521 -0.766 0.131
H 0.533 -1.551 1.170
H 2.695 -0.666 -0.296
H 1.737 1.577 -1.581
```

Computed properties:
Lowest unoccupied orbital energy = 0.430 eV
SMILES string = C#Cc1ccco1
Energy above the lowest of the compared OMol25 structures with the same formula, charge and spin = 35.3 kcal per mole

Results of the Mulliken charge analysis, in e, for atoms 1 through 2:
1 C -0.43
2 C -0.22



The following is a quantum chemistry calculation of one molecule with the formula C19H26N4O5S, from OMol25.

```
55
Properties=species:S:1:pos:R:3
C -3.867 -0.654 -1.470
C -3.598 -0.910 0.016
C -4.079 -2.295 0.480
C -3.205 -3.429 -0.045
C -1.758 -3.168 0.354
C -1.321 -1.808 -0.174
N -2.188 -0.754 0.327
C -1.623 0.316 0.908
O -0.422 0.358 1.152
C -2.523 1.480 1.329
C -1.663 2.725 1.578
N -1.465 3.565 0.414
S -0.955 2.885 -1.035
O -0.845 4.001 -1.928
O -1.808 1.805 -1.456
C 0.661 2.255 -0.650
C 1.547 3.041 0.065
C 2.789 2.547 0.403
C 3.155 1.245 0.034
C 2.247 0.468 -0.702
C 1.000 0.984 -1.043
C 2.576 -0.907 -1.083
O 1.835 -1.641 -1.700
N 3.831 -1.327 -0.673
C 4.251 -2.679 -1.001
C 4.747 -0.577 0.036
O 5.825 -1.034 0.344
N 4.376 0.711 0.373
C 5.338 1.488 1.128
H -3.363 0.261 -1.771
H -3.500 -1.467 -2.088
H -4.935 -0.549 -1.640
H -4.158 -0.171 0.593
H -5.113 -2.430 0.157
H -4.062 -2.318 1.572
H -3.280 -3.492 -1.131
H -3.551 -4.379 0.368
H -1.100 -3.937 -0.052
H -1.669 -3.181 1.443
H -0.305 -1.576 0.146
H -1.344 -1.807 -1.268
H -3.254 1.697 0.552
H -3.041 1.198 2.249
H -2.101 3.350 2.359
H -0.672 2.393 1.905
H -2.257 4.154 0.198
H 1.245 4.035 0.355
H 3.467 3.167 0.965
H 0.304 0.378 -1.599
H 5.172 -2.647 -1.583
H 3.452 -3.141 -1.575
H 4.437 -3.240 -0.086
H 4.930 1.762 2.101
H 6.218 0.862 1.271
H 5.621 2.386 0.576
```

Computed properties:
Lowest unoccupied orbital energy = 0.257 eV
SMILES string = C[C@H]1CCCCN1C(=O)CCNS(=O)(=O)c1ccc2c(c1)c(=O)n(C)c(=O)n2C
Energy above the lowest of the compared OMol25 structures with the same formula, charge and spin = 0.0 kcal per mole

Results of the Mulliken charge analysis, in e, for atoms 1 through 2:
1 C -1.37
2 C -0.11



The following is a quantum chemistry calculation of a 2-piece molecular cluster, C12H21BCl4O2Si2 overall at a distorted geometry, from OMol25.

```
42
Properties=species:S:1:pos:R:3
Cl 3.660 -0.363 1.491
B 2.765 1.290 1.799
Cl 3.391 2.172 3.338
Cl 3.215 2.352 0.250
O 1.356 1.015 1.849
C 0.405 1.728 1.152
C -0.928 1.670 1.811
C -1.722 2.806 1.609
C -3.036 2.769 2.033
C -3.528 1.503 2.466
Cl -5.181 1.440 3.014
C -2.754 0.323 2.596
C -1.413 0.420 2.242
H 0.744 2.732 0.929
H -1.251 3.661 1.104
H -3.642 3.683 2.062
H -3.170 -0.605 3.025
H -0.754 -0.447 2.232
C 0.820 1.132 -3.572
Si 1.660 -0.231 -2.640
C 3.403 -0.146 -2.065
H 0.073 1.265 0.223
O 0.696 -1.418 -2.098
Si -0.275 -2.194 -0.965
C -0.605 -3.895 -1.658
C 0.674 -2.301 0.663
C -1.855 -1.215 -0.791
H 1.438 2.054 -3.577
H 0.794 0.693 -4.592
H -0.207 1.409 -3.244
H 3.836 0.831 -2.335
H 3.577 -0.316 -0.981
H 3.834 -0.961 -2.686
H -1.210 -4.493 -0.965
H -1.147 -3.819 -2.608
H 0.332 -4.430 -1.850
H 0.064 -2.885 1.375
H 1.628 -2.837 0.518
H 0.914 -1.329 1.114
H -2.497 -1.676 -0.032
H -1.699 -0.172 -0.501
H -2.406 -1.213 -1.739
```

Computed properties:
Lowest unoccupied orbital energy = -2.105 eV

Results of the Mulliken charge analysis, in e, for atoms 1 through 2:
1 Cl -0.37
2 B 0.67



The following is a quantum chemistry calculation of C16H10Cl6Cr as an isolated structure at a distorted geometry, from OMol25.

```
33
Properties=species:S:1:pos:R:3
C -3.546 1.098 0.682
C -2.596 1.957 0.038
C -1.378 1.942 0.811
H -2.821 2.659 -0.754
C -1.596 1.088 1.960
C -2.934 0.552 1.863
H -3.451 -0.037 2.612
H -4.582 0.983 0.397
H -0.548 2.621 0.670
H -0.917 0.981 2.803
Cr -1.730 -0.091 0.159
Cl -2.963 -1.402 -1.281
C 2.314 0.472 -3.643
C 3.135 0.864 -2.541
C 2.981 2.272 -2.355
H 3.804 0.212 -1.975
C 2.067 2.752 -3.343
C 1.655 1.639 -4.139
H 0.990 1.682 -5.007
H 2.244 -0.535 -4.061
H 3.511 2.881 -1.618
H 1.775 3.795 -3.493
Cl -2.835 -2.622 2.421
C -1.127 -2.563 2.125
C -0.624 -1.641 1.236
C 0.713 -1.476 0.971
Cl 1.071 -0.183 -0.142
C 1.657 -2.291 1.636
Cl 3.316 -2.036 1.367
C 1.184 -3.277 2.552
Cl 2.281 -4.267 3.400
C -0.219 -3.431 2.785
Cl -0.832 -4.600 3.864
```

Computed properties:
Lowest unoccupied orbital energy (spin up / spin down) = 4.167 / 4.167 eV
Total charge = -2
Spin multiplicity = 5

Results of the Mulliken charge analysis, in e, for atoms 1 through 2:
1 C -0.58
2 C -0.53



The following is a quantum chemistry calculation of an isolated ion of composition C4H11N3O and charge +2 at a distorted geometry, from OMol25.

```
19
Properties=species:S:1:pos:R:3
C 0.263 -1.000 -0.489
C -0.645 0.832 -1.617
C 0.358 0.604 -0.441
C 0.248 0.464 2.077
N -0.795 -1.342 -1.172
N 1.181 -1.796 0.048
N -0.364 1.011 0.816
O -1.519 -0.219 -1.572
H -1.141 1.832 -1.772
H -0.090 0.684 -2.618
H 1.355 0.971 -0.409
H 1.242 0.873 2.163
H -0.392 0.926 2.876
H 0.240 -0.614 1.949
H -1.233 -2.185 -1.353
H 1.911 -1.305 0.503
H 0.990 -2.671 -0.290
H -0.174 2.031 0.762
H -1.434 0.903 0.539
```

Computed properties:
Lowest unoccupied orbital energy (spin up / spin down) = -7.142 / -12.653 eV
Energy above the lowest of the compared OMol25 structures with the same formula, charge and spin = 31.0 kcal per mole
Total charge = +2
Spin multiplicity = 3

Results of the Mulliken charge analysis, in e, for atoms 1 through 2:
1 C 0.00
2 C -0.65



The following is a quantum chemistry calculation of one molecule with the formula C5H9N3O2 at a distorted geometry, from OMol25.

```
19
Properties=species:S:1:pos:R:3
C -0.216 2.195 -0.319
C -0.480 0.723 -0.500
C 0.602 -0.057 -1.113
C 0.430 -1.207 -1.720
O -0.731 -1.931 -1.612
O 1.297 -1.936 -2.358
N -1.048 -0.021 0.581
N -0.257 -0.342 1.661
C 0.046 -0.747 2.726
N 0.364 -1.471 3.671
H 0.296 2.610 -1.127
H 0.453 2.392 0.466
H -0.918 2.913 -0.070
H -1.435 0.690 -1.144
H 1.569 0.489 -1.225
H -1.114 -1.725 -0.706
H 2.201 -1.716 -2.583
H -1.995 0.277 0.840
H 0.938 -1.135 4.533
```

Computed properties:
Lowest unoccupied orbital energy = 0.589 eV
SMILES string = C[C@@H](C=C(O)O)NN=C=N
Energy above the lowest of the compared OMol25 structures with the same formula, charge and spin = 97.7 kcal per mole

Results of the Mulliken charge analysis, in e, for atoms 1 through 2:
1 C -1.99
2 C 0.90



The following is a quantum chemistry calculation of C4H2KO2 as an isolated structure at a distorted geometry, from OMol25.

```
9
Properties=species:S:1:pos:R:3
O 0.470 1.499 -0.493
C 0.984 0.883 0.460
H 1.599 1.420 1.211
C 2.482 -1.485 1.620
C 1.573 -0.967 0.900
C 0.189 -0.535 0.919
O -0.711 -0.946 0.154
K -1.657 0.684 -1.545
H 3.276 -1.067 2.236
```

Computed properties:
Lowest unoccupied orbital energy (spin up / spin down) = -0.653 / -0.664 eV
Energy above the lowest of the compared OMol25 structures with the same formula, charge and spin = 35.2 kcal per mole
Spin multiplicity = 2

Results of the Mulliken charge analysis, in e, for atoms 1 through 2:
1 O -0.70
2 C 0.07